{
  "formula": "C25H24N5O5OsPS4",
  "method": "ωB97M-V with the def2-TZVPD basis set",
  "elements": ["Os", "S", "N", "C", "C", "C", "C", "C", "N", "C", "C", "N", "C", "C", "C", "C", "C", "N", "H", "H", "H", "H", "H", "H", "O", "C", "N", "S", "O", "O", "C", "C", "C", "C", "C", "C", "H", "H", "H", "H", "C", "C", "C", "O", "P", "S", "S", "O", "C", "C", "C", "H", "H", "H", "H", "H", "H", "H", "H", "H", "H", "H", "H", "H", "H"],
  "xyz": [[-0.041, 0.624, 0.300], [5.408, -0.373, 5.337], [5.451, -0.324, 3.733], [4.215, -0.247, 3.260], [3.822, -0.152, 1.889], [4.713, -0.200, 0.808], [4.209, -0.084, -0.471], [2.841, 0.114, -0.655], [1.978, 0.195, 0.358], [2.448, 0.024, 1.623], [1.476, 0.026, 2.687], [0.182, 0.182, 2.327], [-0.762, 0.179, 3.260], [-0.475, -0.022, 4.608], [0.838, -0.165, 5.006], [1.847, -0.128, 4.036], [3.245, -0.232, 4.314], [3.815, -0.304, 5.509], [5.763, -0.340, 1.006], [4.859, -0.135, -1.330], [2.425, 0.206, -1.652], [-1.777, 0.361, 2.932], [-1.279, -0.054, 5.324], [1.114, -0.301, 6.039], [-1.681, -1.436, -0.156], [-2.488, -0.527, 0.035], [-1.998, 0.663, 0.444], [-3.134, 1.885, 0.422], [-2.754, 2.676, -0.718], [-3.147, 2.520, 1.697], [-4.494, 0.760, 0.130], [-5.848, 0.986, 0.138], [-6.681, -0.098, -0.142], [-6.156, -1.349, -0.435], [-4.785, -1.569, -0.416], [-3.950, -0.504, -0.108], [-6.252, 1.963, 0.353], [-7.749, 0.048, -0.141], [-6.820, -2.164, -0.675], [-4.359, -2.537, -0.622], [-0.609, 6.489, -2.573], [-1.605, 5.420, -2.175], [-1.798, 4.380, -3.255], [-1.176, 4.776, -0.930], [-0.090, 3.734, -0.655], [-0.132, 3.259, 1.334], [-0.070, 1.882, -1.672], [1.243, 4.467, -1.068], [2.612, 4.053, -0.867], [3.458, 4.894, -1.813], [3.000, 4.280, 0.586], [-1.040, 7.112, -3.351], [0.303, 6.033, -2.949], [-0.365, 7.120, -1.723], [-2.562, 5.856, -1.875], [-0.828, 3.978, -3.554], [-2.272, 4.832, -4.122], [-2.430, 3.574, -2.888], [2.688, 2.986, -1.122], [3.234, 5.947, -1.671], [3.269, 4.633, -2.849], [4.510, 4.729, -1.603], [2.731, 5.292, 0.880], [4.071, 4.153, 0.720], [2.476, 3.579, 1.236]],
  "forces_ev_per_angstrom": [[-0.3, 2.0, -0.6], [-0.8, 0.0, -0.8], [0.5, 0.0, -0.7], [0.0, 0.0, 1.4], [-0.7, 0.2, -0.7], [-0.4, 0.0, 0.0], [-0.2, 0.0, 0.2], [0.3, 0.0, -0.5], [0.6, -0.3, 0.3], [1.0, -0.1, 0.3], [0.3, -0.1, 0.9], [0.2, -0.1, 0.1], [-0.5, 0.0, 0.3], [0.3, 0.0, -0.1], [-0.1, 0.0, -0.3], [-0.6, 0.1, -0.7], [1.4, -0.1, 0.0], [-0.6, 0.0, 0.5], [0.2, 0.0, 0.0], [0.0, 0.0, -0.1], [0.0, 0.1, 0.1], [0.0, 0.0, -0.1], [-0.1, 0.1, 0.0], [0.0, 0.0, 0.2], [-0.2, 0.0, 0.0], [-0.1, -1.2, -0.2], [-0.4, 0.3, 0.4], [0.3, 0.8, -0.1], [-1.1, -0.2, 0.1], [-0.6, -0.2, 0.2], [0.9, -0.1, 0.1], [-0.1, 0.2, 0.0], [0.2, 0.2, 0.0], [0.0, 0.0, 0.0], [0.3, 0.2, 0.1], [-0.4, -0.2, -0.2], [-0.1, 0.1, 0.0], [-0.1, 0.0, 0.0], [-0.1, -0.1, 0.0], [0.0, -0.2, 0.0], [-0.1, -0.1, 0.3], [-0.3, 0.4, -0.7], [-0.1, -0.1, 0.3], [0.2, -0.4, 0.1], [1.1, 0.2, 1.5], [0.0, -0.7, -1.3], [0.2, -0.2, 0.3], [-0.9, -0.1, -0.2], [0.8, 0.0, 0.2], [-0.3, -0.3, 0.1], [-0.2, -0.2, -0.1], [-0.1, 0.0, -0.1], [0.1, 0.0, -0.1], [0.0, 0.1, 0.1], [0.2, -0.1, -0.1], [0.0, 0.0, -0.2], [0.0, 0.0, -0.1], [0.0, 0.0, -0.1], [0.0, 0.1, 0.0], [0.0, 0.1, 0.1], [-0.1, 0.0, -0.2], [0.1, 0.0, 0.0], [0.0, 0.1, 0.1], [0.1, 0.0, -0.1], [0.2, 0.1, 0.0]],
  "spin_multiplicity": 5,
  "charge": 2,
  "gap_ha": [0.276, 0.224],
  "lumo_ev": [-6.96, -8.57],
  "homo_ev": [-14.46, -14.67],
  "max_force_ev_per_a": 2.08,
  "s2": 6.025
}



{
  "formula": "C21H29F3O5Si",
  "method": "ωB97M-V with the def2-TZVPD basis set",
  "elements": ["C", "C", "C", "F", "C", "O", "C", "O", "O", "C", "C", "F", "F", "C", "C", "Si", "C", "C", "C", "C", "C", "C", "C", "C", "H", "H", "H", "H", "H", "H", "H", "H", "H", "H", "H", "H", "H", "H", "H", "H", "H", "H", "H", "H", "H", "H", "H", "O", "C", "C", "C", "C", "O", "H", "H", "H", "H", "H", "H"],
  "xyz": [[-2.929, -0.062, -6.998], [-1.746, 0.438, -6.146], [-2.214, 0.630, -4.698], [-2.539, 1.950, -4.458], [-1.277, 0.018, -3.662], [0.047, -0.357, -4.032], [0.451, -1.005, -2.871], [1.165, -1.974, -2.823], [-0.112, -0.356, -1.806], [-1.049, 0.637, -2.285], [-0.255, 1.950, -2.132], [1.075, 1.762, -2.273], [-0.611, 2.901, -3.033], [-0.481, 2.548, -0.724], [0.521, 2.015, 0.334], [-0.290, 1.781, 2.043], [-1.439, 3.202, 2.530], [1.105, 1.600, 3.311], [-1.174, 0.099, 1.984], [-2.209, -0.082, 1.095], [-2.852, -1.281, 0.985], [-2.441, -2.299, 1.788], [-1.450, -2.149, 2.703], [-0.808, -0.939, 2.805], [-2.600, -0.411, -7.976], [-3.375, -0.932, -6.510], [-3.712, 0.687, -7.106], [-0.989, -0.340, -6.216], [-1.379, 1.371, -6.569], [-3.150, 0.075, -4.624], [-1.758, -0.945, -3.432], [-2.020, 0.589, -1.805], [-1.520, 2.464, -0.411], [-0.256, 3.607, -0.848], [0.891, 1.032, 0.054], [1.330, 2.729, 0.483], [-1.393, 3.986, 1.772], [-1.034, 3.645, 3.443], [-2.458, 2.883, 2.733], [0.721, 1.616, 4.330], [1.610, 0.653, 3.136], [1.802, 2.427, 3.156], [-2.528, 0.744, 0.468], [-3.651, -1.411, 0.268], [-2.924, -3.267, 1.694], [-1.147, -2.959, 3.349], [-0.023, -0.846, 3.549], [1.693, -1.847, 3.653], [2.882, -1.977, 3.710], [3.666, -3.261, 3.523], [5.034, -2.891, 4.089], [5.091, -1.394, 3.824], [3.728, -0.944, 3.918], [3.711, -3.491, 2.458], [3.201, -4.079, 4.065], [5.862, -3.438, 3.644], [5.048, -3.077, 5.165], [5.463, -1.163, 2.824], [5.695, -0.863, 4.555]],
  "forces_ev_per_angstrom": [[0.1, -0.1, 0.2], [-0.9, -0.5, -0.4], [0.5, -0.2, -0.9], [0.1, 0.2, 0.1], [-0.6, 0.1, 0.2], [0.3, -0.8, 0.3], [1.0, -0.4, -0.4], [-1.1, 1.9, 0.1], [-0.3, -1.0, 0.3], [1.0, -0.8, -1.6], [-1.0, 1.1, 1.8], [0.2, -0.2, -0.7], [-0.1, -0.3, -0.4], [1.1, 0.2, -0.1], [-1.2, 0.1, 0.7], [0.4, -0.8, 0.4], [0.6, 0.0, -0.1], [-0.5, 0.3, -0.6], [0.5, 1.8, 0.1], [-0.3, 0.8, -0.6], [-0.5, 0.3, -0.8], [-1.0, -2.0, -0.2], [0.7, -0.2, 0.7], [0.5, 0.0, 0.9], [0.0, 0.2, -0.1], [0.0, 0.0, 0.0], [0.0, 0.1, -0.1], [0.3, 0.2, 0.2], [0.3, 0.0, 0.3], [-0.1, 0.1, 0.4], [-0.2, 0.1, 0.1], [0.3, 0.3, 0.8], [-0.1, -0.1, -0.2], [-0.3, 0.1, 0.0], [0.3, 0.0, 0.0], [0.2, -0.2, -0.3], [-0.3, 0.0, 0.0], [-0.1, 0.0, 0.1], [-0.1, 0.1, -0.2], [0.1, 0.0, 0.1], [0.2, 0.0, 0.1], [0.1, -0.1, 0.2], [-0.1, 0.1, 0.0], [-0.1, -0.1, 0.0], [0.0, 0.0, 0.0], [0.0, -0.2, 0.0], [-0.3, 0.2, -0.4], [0.6, -0.1, 0.3], [-0.2, -0.3, -0.3], [0.4, 0.1, 0.4], [0.0, -0.2, 0.0], [0.2, -0.1, 0.0], [0.0, 0.0, 0.1], [-0.1, 0.0, 0.0], [-0.2, 0.0, -0.2], [0.0, 0.1, 0.0], [0.0, 0.0, 0.0], [0.0, 0.0, 0.0], [-0.1, 0.1, 0.0]],
  "charge": 0,
  "gap_ha": 0.352,
  "lumo_ev": 0.63,
  "smiles": "CC[C@H](F)[C@H]1OC(=O)O[C@H]1C(F)(F)CC[Si](C)(C)c1ccccc1.O=C1CCCO1",
  "homo_ev": -8.96,
  "max_force_ev_per_a": 2.33
}



{
  "formula": "C8H26N2O4Rb",
  "method": "ωB97M-V with the def2-TZVPD basis set",
  "elements": ["Rb", "C", "C", "C", "O", "C", "N", "H", "H", "H", "H", "H", "H", "H", "H", "H", "H", "H", "C", "C", "C", "O", "C", "N", "H", "H", "H", "H", "H", "H", "H", "H", "H", "H", "H", "O", "H", "H", "O", "H", "H"],
  "xyz": [[0.931, -0.062, -0.443], [0.905, 2.178, 4.031], [0.502, 1.074, 3.144], [-0.584, 0.093, 3.748], [-0.414, -0.148, 5.145], [0.636, -0.959, 5.473], [0.094, 1.556, 1.833], [0.090, 2.793, 4.412], [1.731, 2.777, 3.645], [1.260, 1.724, 4.956], [1.240, 0.299, 2.935], [-0.579, -0.883, 3.263], [-1.489, 0.700, 3.785], [0.656, -1.046, 6.559], [1.557, -0.592, 5.021], [0.549, -1.988, 5.125], [0.756, 2.281, 1.595], [-0.739, 2.077, 2.069], [-1.079, 0.104, -4.511], [-1.898, -0.502, -3.391], [-1.205, -1.822, -3.008], [0.049, -1.862, -2.327], [0.798, -3.062, -2.570], [-1.939, 0.388, -2.263], [-1.308, -0.510, -5.382], [-0.009, 0.151, -4.312], [-1.404, 1.113, -4.768], [-2.915, -0.680, -3.739], [-1.129, -2.418, -3.918], [-1.816, -2.395, -2.311], [1.254, -3.240, -3.544], [0.205, -3.920, -2.252], [1.508, -3.034, -1.743], [-2.670, 0.261, -1.577], [-2.099, 1.251, -2.763], [-0.118, 2.785, -1.494], [-0.775, 2.585, -2.160], [-0.516, 2.499, -0.671], [3.108, 0.215, -2.210], [3.947, 0.608, -2.451], [2.910, -0.386, -2.929]],
  "forces_ev_per_angstrom": [[-0.1, 0.1, -0.2], [0.8, -0.3, 2.0], [-0.2, -2.8, -0.4], [0.3, 1.9, 1.4], [-1.1, 0.9, -0.8], [1.1, -1.0, 0.3], [-0.9, 0.0, -0.1], [-0.2, 0.2, -0.6], [-0.2, 0.1, -0.2], [0.3, 0.1, 0.1], [1.3, 0.7, 0.2], [-0.5, 0.2, -0.6], [-0.7, -0.7, -0.7], [0.4, 0.3, -0.1], [0.5, 0.1, 0.5], [-0.4, -0.3, -0.4], [0.2, 0.3, -0.2], [-0.6, 0.4, -0.5], [-0.5, 0.2, -0.5], [1.5, -1.0, 0.7], [-1.3, -1.8, 0.2], [0.7, 1.1, -1.3], [-0.5, -0.1, 2.0], [0.8, 1.3, 0.2], [0.5, 0.1, -0.2], [0.0, -0.2, 0.1], [-0.1, 0.1, 0.0], [0.1, -0.7, -0.2], [0.0, -0.1, -0.1], [-0.8, 0.0, -0.2], [-0.2, 0.5, -0.1], [-0.4, -0.2, -0.6], [0.8, 0.0, -0.5], [-0.3, -0.3, -0.3], [-0.4, 0.7, 0.8], [0.5, 0.1, 0.1], [0.0, 0.0, -0.1], [-0.3, 0.1, 0.2], [-0.2, -0.1, 0.2], [0.3, 0.2, 0.0], [-0.1, -0.2, -0.3]],
  "charge": 1,
  "gap_ha": 0.348,
  "lumo_ev": -2.74,
  "homo_ev": -12.22,
  "max_force_ev_per_a": 2.79
}



{
  "formula": "C5H8O2",
  "method": "ωB97M-V with the def2-TZVPD basis set",
  "elements": ["C", "C", "O", "C", "C", "C", "O", "H", "H", "H", "H", "H", "H", "H", "H"],
  "xyz": [[-1.806, -0.270, -0.322], [-0.698, 0.758, -0.103], [-0.436, 0.869, 1.321], [0.886, 0.416, 1.124], [0.969, -0.927, 0.400], [0.802, 0.354, -0.355], [1.618, 0.917, -1.322], [-1.357, -1.264, -0.429], [-2.436, -0.342, 0.573], [-2.436, -0.066, -1.190], [-0.903, 1.742, -0.541], [1.645, 0.778, 1.809], [0.118, -1.604, 0.358], [1.916, -1.454, 0.456], [1.962, 0.231, -1.908]],
  "forces_ev_per_angstrom": [[0.1, -0.1, -0.2], [0.0, -0.1, -0.4], [0.0, -0.1, 0.1], [0.3, 0.0, 0.2], [0.0, -0.2, 0.0], [-0.4, -0.1, 0.2], [0.0, -0.2, 0.0], [-0.4, 0.2, -0.3], [0.1, 0.3, -0.2], [0.1, 0.0, 0.1], [-0.1, -0.1, 0.2], [0.0, -0.1, -0.2], [0.4, 0.0, 0.4], [0.1, 0.4, -0.1], [-0.2, 0.1, 0.1]],
  "charge": 0,
  "gap_ha": 0.362,
  "lumo_ev": 0.80,
  "homo_ev": -9.05,
  "max_force_ev_per_a": 0.58
}



{
  "formula": "C3H2LiNdO3",
  "method": "ωB97M-V with the def2-TZVPD basis set",
  "elements": ["O", "O", "C", "C", "O", "C", "Li", "H", "H", "Nd"],
  "xyz": [[-1.388, -1.042, 1.689], [-0.305, -0.240, -0.692], [0.319, 0.118, -1.836], [0.244, 0.145, 0.578], [1.345, 0.832, -1.709], [-0.728, 0.133, 1.531], [-0.565, -0.612, -3.577], [-0.626, 0.651, 2.490], [-0.628, -1.709, 1.318], [2.332, 1.726, 0.209]],
  "forces_ev_per_angstrom": [[1.1, -3.1, -1.4], [0.6, -1.4, -0.9], [-0.8, -0.5, 0.7], [0.2, 4.3, -0.5], [0.8, 0.4, 0.1], [2.9, -1.3, 0.9], [0.0, 0.1, 0.3], [-0.1, 0.2, -0.3], [-3.6, 2.0, 1.3], [-1.0, -0.8, -0.1]],
  "spin_multiplicity": 5,
  "charge": 1,
  "gap_ha": [0.227, 0.228],
  "lumo_ev": [-4.05, -4.03],
  "homo_ev": [-10.21, -10.22],
  "max_force_ev_per_a": 4.34,
  "s2": 6.005
}



{
  "formula": "C19H37BN3O2",
  "method": "ωB97M-V with the def2-TZVPD basis set",
  "elements": ["C", "C", "O", "B", "O", "C", "C", "N", "C", "C", "N", "C", "C", "C", "C", "H", "H", "H", "H", "H", "H", "H", "H", "H", "H", "H", "H", "H", "H", "H", "H", "H", "C", "C", "C", "N", "C", "C", "C", "C", "C", "C", "H", "H", "H", "H", "H", "H", "H", "H", "H", "H", "H", "H", "H", "H", "H", "H", "H", "H", "H", "H"],
  "xyz": [[7.031, -1.328, 1.744], [6.596, -1.385, 0.173], [7.435, -0.418, -0.523], [6.742, 0.802, -0.835], [6.935, 1.322, -2.191], [5.815, 1.676, 0.188], [6.190, 3.225, -0.092], [6.151, 4.390, -0.390], [4.235, 1.376, 0.097], [3.968, 0.632, -1.322], [3.370, 0.155, -2.256], [3.283, 2.645, 0.337], [1.820, 2.290, 0.910], [1.016, 1.189, 0.059], [0.949, 3.674, 0.786], [6.790, -2.377, 2.169], [8.170, -1.119, 1.779], [6.464, -0.505, 2.297], [6.874, -2.425, -0.254], [5.471, -1.252, 0.012], [6.408, 0.683, -2.743], [6.165, 1.392, 1.257], [4.002, 0.618, 0.943], [3.755, 3.369, 1.111], [3.251, 3.241, -0.657], [1.803, 2.016, 2.024], [1.437, 0.135, 0.259], [-0.087, 1.227, 0.398], [1.048, 1.472, -1.052], [0.204, 3.527, -0.092], [0.315, 3.878, 1.722], [1.631, 4.561, 0.501], [-7.478, -0.274, -0.554], [-7.025, -0.990, 0.711], [-5.551, -0.851, 1.098], [-4.512, -1.475, 0.140], [-3.220, -1.653, 0.963], [-2.042, -2.112, 0.115], [-1.798, -1.196, -1.072], [-3.066, -0.992, -1.883], [-4.221, -0.516, -1.014], [-4.998, -2.826, -0.344], [-7.135, -0.780, -1.457], [-8.570, -0.267, -0.603], [-7.136, 0.763, -0.569], [-7.314, -2.044, 0.660], [-7.606, -0.574, 1.541], [-5.416, -1.356, 2.059], [-5.276, 0.199, 1.234], [-3.003, -0.683, 1.422], [-3.432, -2.378, 1.754], [-1.143, -2.140, 0.739], [-2.194, -3.139, -0.233], [-1.013, -1.613, -1.710], [-1.434, -0.226, -0.715], [-3.333, -1.918, -2.402], [-2.879, -0.249, -2.664], [-5.118, -0.425, -1.621], [-3.990, 0.458, -0.576], [-5.854, -2.678, -1.001], [-5.271, -3.422, 0.528], [-4.209, -3.326, -0.901]],
  "forces_ev_per_angstrom": [[-0.3, -0.8, -1.0], [1.1, -1.0, 1.6], [-2.9, 1.7, -0.6], [1.7, -0.6, -2.1], [-1.6, -1.7, 2.2], [1.1, 1.2, 1.0], [-1.8, 2.4, -0.9], [0.5, -5.5, 1.5], [0.4, -0.6, -0.4], [-3.8, -0.6, -1.6], [3.4, 2.2, 4.4], [0.0, 0.2, 0.0], [-1.0, 1.1, -0.8], [0.1, 0.2, 0.6], [-0.1, -0.5, -0.7], [0.5, 1.9, -0.3], [-2.0, -0.4, 0.0], [0.8, -1.2, -0.6], [-0.5, 1.8, 0.7], [1.5, 0.1, 0.2], [1.1, 0.8, 0.3], [-0.6, 0.9, -1.7], [0.4, 1.0, -1.7], [-0.5, -1.4, -1.3], [-0.3, -1.0, 1.7], [0.5, 0.2, -1.7], [-0.7, 1.5, -0.6], [1.7, -0.2, -0.4], [0.1, -0.6, 1.6], [1.2, 0.4, 1.4], [1.2, -0.2, -1.4], [-1.2, -1.3, 0.8], [-0.1, 0.0, -0.1], [-0.1, 0.0, -0.1], [-0.2, -0.4, 0.0], [0.1, 0.2, 0.5], [0.0, -0.1, -0.3], [0.1, -0.1, -0.1], [0.2, 0.1, -0.1], [0.1, -0.1, 0.0], [0.1, -0.3, -0.2], [0.2, 0.5, 0.0], [0.0, 0.1, 0.0], [0.1, 0.0, 0.0], [0.0, -0.1, -0.1], [0.1, 0.1, 0.1], [0.3, -0.1, 0.1], [0.2, 0.0, -0.2], [0.1, -0.1, -0.2], [-0.2, -0.1, -0.1], [-0.1, 0.2, -0.1], [-0.2, 0.0, 0.1], [0.0, 0.0, 0.1], [-0.1, 0.1, 0.1], [0.0, -0.1, 0.0], [0.0, 0.1, 0.0], [-0.2, 0.0, 0.1], [-0.1, 0.0, 0.2], [-0.1, -0.2, 0.1], [0.1, 0.0, 0.1], [0.0, 0.1, -0.1], [-0.1, 0.1, 0.1]],
  "charge": 1,
  "gap_ha": 0.359,
  "lumo_ev": -2.47,
  "homo_ev": -12.25,
  "max_force_ev_per_a": 5.96
}



{
  "formula": "C3H6O2S",
  "method": "ωB97M-V with the def2-TZVPD basis set",
  "elements": ["C", "S", "C", "O", "C", "O", "H", "H", "H", "H", "H", "H"],
  "xyz": [[0.025, -0.455, 2.328], [1.026, 0.142, 0.901], [-0.089, 0.054, -0.425], [-1.210, -0.392, -0.313], [0.420, 0.531, -1.735], [-0.543, 0.278, -2.745], [-0.815, 0.170, 2.574], [-0.289, -1.476, 2.189], [0.735, -0.421, 3.169], [0.703, 1.597, -1.684], [1.360, -0.015, -1.914], [-1.324, -0.012, -2.344]],
  "forces_ev_per_angstrom": [[1.1, 0.1, 0.0], [0.1, 0.0, 1.0], [-1.0, -0.4, 0.8], [-0.1, 0.0, 0.0], [0.1, 0.0, -0.9], [2.8, 1.1, -1.0], [-0.3, 0.3, -0.3], [-0.1, -0.2, -0.2], [-0.2, 0.0, -0.3], [-0.3, -0.2, 0.0], [-0.2, 0.0, -0.3], [-1.9, -0.8, 1.3]],
  "charge": 0,
  "gap_ha": 0.385,
  "lumo_ev": 0.64,
  "smiles": "CSC(=O)CO",
  "homo_ev": -9.83,
  "max_force_ev_per_a": 3.18
}



{
  "formula": "CH6NO4",
  "method": "ωB97M-V with the def2-TZVPD basis set",
  "elements": ["N", "C", "O", "O", "H", "H", "H", "H", "O", "H", "H", "O"],
  "xyz": [[1.679, -1.238, -0.026], [0.999, -0.266, 0.798], [0.456, 0.700, 0.215], [1.226, -0.473, 2.027], [1.078, -1.642, -0.736], [2.284, -1.874, 0.439], [-1.293, 2.019, 0.092], [-1.891, 1.669, 1.383], [-2.167, 1.946, 0.515], [-1.119, 0.249, -1.928], [-0.197, -0.430, -1.172], [-1.056, -0.662, -1.605]],
  "forces_ev_per_angstrom": [[-0.9, 0.8, -1.5], [2.3, -0.7, 2.0], [-0.4, -0.3, -0.1], [-0.8, 0.8, -0.8], [0.5, -0.2, 0.0], [-0.2, -0.5, 0.6], [-0.2, -0.4, 0.1], [0.1, -0.4, 0.5], [0.2, 0.6, -0.5], [-1.0, -0.2, -0.3], [-0.6, -0.5, 0.5], [1.1, 0.8, -0.4]],
  "charge": -1,
  "gap_ha": 0.315,
  "lumo_ev": 4.19,
  "homo_ev": -4.37,
  "max_force_ev_per_a": 3.11
}